# 1
Entry from the Open Molecules 2025 dataset: C7H14AlClINO3P as an isolated structure (ωB97M-V/def2-TZVPD).

Computed properties:
HOMO: -5.23 eV
Lowest unoccupied orbital energy: 2.45 eV
Multiplicity: 1
Charge: -1
Orbital gap: 7.681 eV
Energy: -1897.44211 hartree

Last column: Mulliken charge in e.
Positions of all 29 atoms, in Å:
N  4.2884  0.0759  1.9044  -0.7766
C  3.9497  0.4090  0.7284  -0.0096
C  2.7980  -0.1429  -0.0902  -1.5219
C  1.3928  0.1063  0.4758  1.5367
P  1.1295  1.9175  1.0360  0.0825
O  -0.2488  2.3191  0.2829  -0.3651
Cl  2.4430  2.9066  -0.2999  -0.3179
C  1.1538  -0.9420  1.6674  -0.6999
O  0.0730  -1.7870  1.4344  -0.5268
Al  -1.0174  -0.7889  0.4320  0.6329
C  -2.4774  -1.5942  -0.6553  -0.8497
C  -2.9185  -0.6687  -1.8092  -0.6210
C  -3.4162  0.6977  -1.3199  -0.7700
I  -5.5539  0.8628  -1.3153  -0.0678
O  0.4193  -0.1358  -0.4955  -0.7768
H  3.6469  -0.6347  2.2585  0.3290
H  4.5709  1.1580  0.2429  0.4298
H  2.9597  -1.2110  -0.2414  0.4902
H  2.8466  0.3246  -1.0742  0.3406
H  -0.0879  2.3012  -0.6669  0.3069
H  1.1060  -0.3948  2.6239  0.2951
H  2.0307  -1.5967  1.7474  0.2931
H  -1.5376  0.3721  1.4246  -0.4005
H  -2.2154  -2.5546  -1.1068  0.3702
H  -3.3645  -1.7507  -0.0312  0.2978
H  -2.1036  -0.4996  -2.5163  0.2395
H  -3.7197  -1.1484  -2.3768  0.4559
H  -3.0584  1.5018  -1.9559  0.3644
H  -3.0890  0.8975  -0.3036  0.2391

# 2
Entry from the Open Molecules 2025 dataset: C7H14BeN3O as an isolated structure (ωB97M-V/def2-TZVPD).

Computed properties:
HOMO (alpha / beta): 0.00 / 0.18 eV
Lowest unoccupied orbital energy (alpha / beta): 2.77 / 2.98 eV
Multiplicity: 1
Charge: -1
Orbital gap (alpha / beta): 2.769 / 2.802 eV
Energy above the lowest of the compared OMol25 structures with the same formula, charge and spin: 0.0 kcal per mole
Energy: -529.32235 hartree

Last column: Mulliken charge in e.
Positions of all 26 atoms, in Å:
C  -1.1215  0.6785  -3.2865  -0.4447
Be  -0.1310  0.5511  -1.9457  -0.9105
N  0.8411  -0.9072  -2.5146  -0.0858
H  0.5348  1.9516  -1.7212  0.1406
H  -0.1368  2.0148  -1.3797  -0.1172
H  -1.6056  1.6749  -3.3711  0.2081
H  -1.8547  -0.1410  -2.9978  0.0060
H  -0.4318  0.5317  -4.1687  0.0748
H  0.2373  -1.7060  -2.2458  0.2385
H  1.7373  -1.0155  -2.0332  0.1613
H  0.9959  -1.0039  -3.5222  0.2320
N  1.0376  0.5763  4.2856  -0.3919
C  1.0263  1.0246  2.9809  0.3946
O  1.6006  2.0766  2.6855  -0.7331
C  0.3308  0.1616  1.9422  0.1917
C  -0.2614  -1.0907  2.2142  -0.8753
C  -0.9692  -1.7440  1.1863  -0.7351
C  -1.0594  -1.1279  -0.0691  -0.4450
N  -0.3764  0.0079  -0.3630  0.6905
C  0.2340  0.6765  0.6537  -0.1142
H  1.4127  1.2180  4.9760  0.2279
H  0.3934  -0.1223  4.6268  0.1600
H  -0.1493  -1.5190  3.2198  0.1481
H  -1.3938  -2.7457  1.3573  0.3622
H  -1.5902  -1.6341  -0.8869  0.2881
H  0.6994  1.6135  0.3771  0.3284